19
Properties=species:S:1:pos:R:3 method="wB97M-V/def2-TZVPD" e_homo_ev="-3.2 / -10.0" total_charge=0 multiplicity=2 gap_ev="4.1 / 10.6" lumo_ha="0.0319 / 0.0211" energy_ha=-306.7183 relative_energy_kcal_mol=7.1 s2=0.751
N 1.06733 0.60237 0.50464
C 0.38772 0.38331 -0.81358
C -0.64161 1.46303 -1.06533
C -0.24899 -1.02834 -0.83016
N -0.98044 -1.21804 -2.06928
H 2.02456 0.08282 0.45041
H 0.67347 0.08634 1.30029
H 1.18116 1.60788 0.76818
H 1.19033 0.35755 -1.54882
H -1.43285 1.35733 -0.32297
H -1.10100 1.55696 -2.04658
H -0.15758 2.44834 -0.99339
H 0.61155 -1.68513 -0.62546
H -0.90305 -1.20845 0.02604
H -0.61494 -1.96798 -2.63169
H -1.90240 -1.55598 -1.88270
H 0.39582 0.64870 3.73102
H 0.09145 -0.77159 4.11521
O 0.25533 -0.21907 3.32388